No. 1
# C19H38Cl8O15

9 unconnected molecules or ions with the total composition C19H38Cl8O15 at a distorted geometry (ωB97M-V/def2-TZVPD, the Open Molecules 2025 dataset).

Structure (XYZ):
```
80
Properties=species:S:1:pos:R:3:mulliken_charge:R:1
C 1.63182 0.16273 1.96234 -0.034
O 1.23818 0.55903 3.28109 -0.196
C 2.20357 0.79531 4.13049 0.785
O 3.39868 0.78396 3.92556 -0.566
O 1.66580 1.00887 5.33571 -0.360
C 2.45704 1.39949 6.42157 -0.664
H 2.23788 0.90741 1.45239 -0.020
H 0.76302 -0.18841 1.42090 -0.110
H 2.26923 -0.71565 2.09590 0.358
H 3.03094 2.29878 6.16330 0.257
H 3.20514 0.66734 6.72117 0.293
H 1.85880 1.73144 7.26473 0.277
C -0.11455 -3.53799 4.66399 -0.466
O -1.46189 -3.18778 4.37131 -0.368
C -1.68397 -2.45298 3.29227 0.811
O -0.88036 -1.95293 2.54780 -0.558
O -2.99065 -2.31068 3.17440 -0.371
C -3.57524 -1.49394 2.16584 -0.374
H 0.52586 -2.67227 4.50353 0.143
H 0.18232 -4.38682 4.04560 0.284
H -0.06777 -3.88043 5.69381 0.222
H -4.44293 -0.93048 2.49837 0.266
H -3.96321 -2.25347 1.48033 0.288
H -2.78385 -0.88420 1.73573 0.075
C -4.53754 0.72294 -3.47891 -0.601
O -4.44070 1.05531 -2.09148 -0.294
C -5.08123 0.27904 -1.22330 0.877
O -5.61871 -0.74896 -1.48540 -0.578
O -4.99382 0.76727 0.00335 -0.359
C -4.14902 1.87790 0.28380 -0.277
H -5.46137 0.20027 -3.73531 0.346
H -3.78566 -0.04446 -3.67692 0.130
H -4.44063 1.65491 -4.01978 0.264
H -4.11735 2.01101 1.36052 0.283
H -4.46496 2.77720 -0.24182 0.343
H -3.15443 1.58451 -0.05162 -0.098
C 3.69255 3.76477 2.83926 -0.808
O 2.98375 3.59748 1.65412 -0.159
C 1.82954 4.23984 1.50598 0.619
O 1.38100 5.05961 2.25031 -0.580
O 1.31755 3.86011 0.33296 -0.048
C -0.01593 4.25765 0.04250 -0.436
H 4.05764 4.78513 2.99817 0.365
H 4.62302 3.19097 2.87347 0.250
H 3.18988 3.43034 3.74885 0.266
H 0.05466 5.09672 -0.65099 0.323
H -0.63825 4.54139 0.88813 0.405
H -0.48945 3.42630 -0.47540 -0.153
C -0.50205 -5.72541 -5.08705 -0.512
O -1.29205 -5.35762 -3.96382 -0.369
C -1.77565 -4.12115 -3.87399 0.820
O -1.63877 -3.25865 -4.70278 -0.556
O -2.44365 -4.02460 -2.74694 -0.372
C -3.04193 -2.77602 -2.42793 -0.193
H -0.02155 -6.64308 -4.77158 0.241
H 0.25194 -4.96143 -5.31155 0.172
H -1.07305 -5.68858 -6.01798 0.296
H -2.33556 -1.98894 -2.17433 -0.130
H -3.75570 -2.94231 -1.62513 0.275
H -3.64482 -2.45876 -3.28365 0.307
Cl 3.68322 1.05479 -0.98388 -0.006
C 5.11077 1.15955 0.06784 -0.225
Cl 6.46591 0.18783 -0.55274 -0.182
H 5.41363 2.20095 0.07709 0.281
H 4.92409 0.84586 1.09008 0.104
Cl -0.47743 0.06810 -3.40403 -0.119
C -0.13715 0.75684 -1.82766 0.471
Cl -1.14669 -0.03964 -0.58908 0.139
H 0.90609 0.62125 -1.56451 -0.291
H -0.39077 1.80906 -1.84561 -0.168
Cl 2.65363 -2.14942 -1.75975 -0.115
C 1.48685 -3.03297 -2.74213 0.260
Cl 2.05909 -3.13169 -4.44434 -0.205
H 1.48789 -4.06716 -2.41916 0.357
H 0.50998 -2.56949 -2.67968 -0.337
Cl 3.47706 3.67781 -5.61413 -0.171
C 3.36745 3.01833 -3.99562 -0.213
Cl 1.74770 3.23444 -3.30936 -0.090
H 3.53558 1.95134 -4.09408 0.204
H 4.15156 3.49719 -3.42113 0.274
```

SMILES = COC(=O)OC.COC(=O)OC.COC(=O)OC.COC(=O)OC.COC(=O)OC.ClCCl.ClCCl.ClCCl.ClCCl
Energy above the lowest of the compared OMol25 structures with the same formula, charge and spin = 0.000 eV
Orbital gap = 11.1285 eV
Charge = 0

***

No. 2
# C19H38F5InO22PS5

A molecular structure, C19H38F5InO22PS5 at a distorted geometry (ωB97M-V/def2-TZVPD, the Open Molecules 2025 dataset).

Structure (XYZ):
```
91
Properties=species:S:1:pos:R:3:mulliken_charge:R:1
C -0.17989 -1.41628 -0.42872 -0.305
C 1.29601 -1.05799 -0.12087 0.269
O 2.06746 -1.10134 -1.30604 -0.264
C 2.70810 -2.35370 -1.53949 -0.465
C 2.02100 -3.15512 -2.66302 -0.977
In 0.55457 -4.71433 -2.08227 0.767
C -1.45853 -4.07707 -2.84382 -0.897
C -2.55925 -3.85362 -1.78056 -0.791
C -3.53637 -2.70108 -2.13098 -0.098
C -4.18445 -2.05001 -0.93678 0.463
F -4.94170 -0.99050 -1.39701 -0.371
F -3.29714 -1.53659 -0.06426 -0.223
C -5.19051 -2.96852 -0.13883 0.700
F -4.80515 -3.05585 1.14581 -0.276
F -5.26604 -4.20655 -0.61821 -0.264
F -6.41934 -2.43453 -0.10942 -0.277
P 0.60768 -5.32719 0.39768 0.347
O 1.98353 -5.81829 0.79271 -0.711
H -0.75556 -0.49004 -0.48060 0.430
H -0.22983 -1.89110 -1.40769 -0.346
H -0.59330 -2.06204 0.34676 0.248
H 1.68926 -1.68678 0.68113 0.376
H 1.29498 -0.03143 0.24281 -0.434
H 2.85348 -2.91903 -0.61262 0.369
H 3.72136 -2.10858 -1.89203 0.287
H 1.53224 -2.42652 -3.31450 0.037
H 2.81125 -3.65111 -3.23311 0.407
H 0.98861 -6.20911 -2.96826 -0.432
H -1.81389 -4.83537 -3.54711 0.513
H -1.29708 -3.16679 -3.42218 -0.045
H -2.13020 -3.73314 -0.78330 0.438
H -3.14771 -4.77341 -1.77636 0.430
H -3.01796 -1.91973 -2.68553 0.086
H -4.33746 -3.08204 -2.76942 0.298
H 0.12581 -4.32674 1.29569 -0.044
H -0.30954 -6.40369 0.61224 -0.036
C 3.57092 2.21416 3.19911 -0.134
C 2.81880 1.96915 4.48993 0.062
O 1.49994 1.58184 4.05520 -0.353
S 1.60266 0.78258 2.67093 1.191
O 1.57167 -0.60556 2.94062 -0.554
O 0.71061 1.41390 1.76225 -0.564
O 3.10381 1.19446 2.30447 -0.269
H 3.32235 3.18312 2.76649 0.121
H 4.64789 2.14229 3.32559 0.316
H 2.76298 2.85448 5.11599 -0.340
H 3.25023 1.14963 5.04048 0.466
C 2.23363 2.33965 9.58378 -0.319
C 3.60690 2.60735 10.16392 -0.401
O 4.51229 2.20122 9.12990 -0.316
S 3.85198 2.48452 7.69710 1.161
O 4.34038 3.71648 7.19691 -0.526
O 3.90909 1.28695 6.94299 -0.533
O 2.35243 2.70267 8.20343 -0.259
H 1.97366 1.28092 9.64071 0.290
H 1.45512 2.93073 10.05803 0.304
H 3.79845 2.04283 11.07196 0.314
H 3.75927 3.67158 10.35600 0.297
C -4.85167 -0.05639 -6.55409 -0.212
C -4.39854 -0.81419 -7.78583 -0.434
O -3.31368 -1.62339 -7.32425 -0.310
S -3.57785 -2.06459 -5.79757 1.039
O -4.15006 -3.35858 -5.78541 -0.654
O -2.42862 -1.72209 -5.04956 -0.283
O -4.74387 -1.00296 -5.49060 -0.315
H -4.19114 0.78640 -6.33630 0.154
H -5.87598 0.29799 -6.63360 0.323
H -4.06217 -0.15804 -8.58419 0.332
H -5.18539 -1.47224 -8.16151 0.316
C -0.67035 1.46539 -5.73203 -0.019
C 0.15570 0.27907 -6.18462 -0.100
O 1.43463 0.48992 -5.57908 -0.392
S 1.24889 1.20798 -4.15167 0.877
O 1.25968 0.22615 -3.13620 -0.133
O 2.08824 2.35411 -4.12421 -0.641
O -0.27784 1.68684 -4.37982 -0.367
H -0.43333 2.36079 -6.31368 0.347
H -1.73963 1.27169 -5.78047 -0.091
H 0.25828 0.22816 -7.26577 0.363
H -0.25530 -0.66160 -5.81097 0.089
C 0.20097 6.24920 2.74775 -0.387
C 1.02133 5.01883 2.42227 -0.224
O 2.27205 5.25237 3.09620 -0.302
S 2.01974 6.07156 4.44537 1.055
O 1.95407 5.15897 5.52908 -0.454
O 2.88910 7.19053 4.46131 -0.578
O 0.53026 6.55352 4.11328 -0.342
H 0.48948 7.10024 2.12787 0.292
H -0.86692 6.07492 2.65253 0.307
H 1.18718 4.88878 1.35691 0.366
H 0.57323 4.11082 2.83133 0.219
```

Orbital gap = 5.7800 eV
Charge = -1

***

No. 3
# C19H38FGaI2O3PS

A molecular structure, C19H38FGaI2O3PS (ωB97M-V/def2-TZVPD, the Open Molecules 2025 dataset).

Structure (XYZ):
```
66
Properties=species:S:1:pos:R:3:nbo_charge:R:1
C 6.55500 -3.55233 -3.18228 -0.681
C 5.27217 -3.55424 -2.41308 -0.183
I 4.55369 -5.54435 -2.17230 0.079
C 4.56212 -2.54160 -1.91601 -0.594
I 5.27665 -0.55899 -2.31847 0.081
Ga 2.81604 -2.66222 -0.79842 1.266
C 3.02227 -3.79025 0.87193 -1.184
C 1.20062 -3.14304 -1.91080 -0.929
C 0.73027 -4.60702 -1.79268 -0.438
C -0.51873 -4.75465 -0.97315 0.067
F -0.35432 -4.19326 0.28512 -0.380
P 2.40160 -0.43897 0.02124 0.270
S 1.54279 0.76460 -1.31300 -0.753
H 7.26254 -4.20987 -2.68029 0.215
H 6.41148 -3.92883 -4.19192 0.216
H 7.00310 -2.57045 -3.22645 0.230
H 3.75837 -3.35917 1.54728 0.208
H 2.06366 -3.82358 1.38408 0.218
H 3.31046 -4.82019 0.68328 0.213
H 0.38735 -2.49889 -1.57643 0.220
H 1.36861 -2.86262 -2.94591 0.218
H 0.53258 -4.99349 -2.79010 0.201
H 1.48590 -5.23463 -1.32519 0.200
H -0.69872 -5.81890 -0.80791 0.144
H -1.39677 -4.33157 -1.45651 0.148
H 1.74436 -0.44615 1.27232 -0.017
H 3.66931 0.09576 0.34781 -0.025
C -0.08673 4.51656 0.95301 -0.431
C 0.14313 5.36995 2.19823 -0.429
C 0.74300 4.35252 3.16209 -0.063
O 1.45476 3.40960 2.36804 -0.542
C 1.11940 3.59242 0.97851 -0.084
H -0.15748 5.08795 0.03386 0.229
H -1.00429 3.93504 1.05999 0.200
H 0.87014 6.15769 1.98211 0.191
H -0.76136 5.83940 2.58700 0.202
H -0.04300 3.82101 3.71348 0.156
H 1.42642 4.80387 3.88571 0.168
H 1.98004 4.04338 0.47260 0.157
H 0.90960 2.62974 0.50859 0.230
C -3.39462 3.28185 -2.71778 -0.430
C -4.17592 4.58570 -2.56861 -0.430
C -3.51014 5.20340 -1.34540 -0.064
O -2.15396 4.76599 -1.36074 -0.541
C -1.99046 3.71453 -2.32123 -0.073
H -3.43627 2.85569 -3.71880 0.215
H -3.77157 2.53671 -2.01385 0.204
H -4.01798 5.21968 -3.44462 0.196
H -5.24871 4.44474 -2.43971 0.209
H -3.97980 4.85009 -0.41962 0.161
H -3.53640 6.29467 -1.35116 0.176
H -1.43980 4.11204 -3.18030 0.163
H -1.40283 2.91032 -1.87750 0.213
C -2.91782 -2.99030 2.91344 -0.429
C -3.96255 -1.95486 3.32218 -0.430
C -3.10400 -0.71053 3.51010 -0.064
O -2.01741 -0.82785 2.59772 -0.531
C -1.97220 -2.15628 2.06032 -0.067
H -3.32958 -3.84202 2.37425 0.214
H -2.39662 -3.36559 3.79739 0.198
H -4.67487 -1.80137 2.50775 0.196
H -4.52264 -2.22191 4.21830 0.206
H -2.70113 -0.65827 4.52889 0.157
H -3.64640 0.21459 3.30624 0.177
H -2.30434 -2.11984 1.01825 0.168
H -0.94798 -2.52138 2.07909 0.205
```

Orbital gap = 6.5209 eV
Charge = -1